No. 1
Formula: C7H11NO2S2
Source: the OMol25 dataset
Level of theory: ωB97M-V/def2-TZVPD

Atoms and positions in Å:
1 C -1.632 1.693 -0.639
2 C -1.141 0.865 -1.572
3 C -1.929 0.454 -2.723
4 C 0.646 0.821 -0.063
5 C 1.917 -0.579 2.299
6 C -0.548 -1.201 1.922
7 C 0.798 -1.039 1.337
8 N 0.041 0.267 -1.217
9 O -3.001 0.859 -3.067
10 O -1.219 -0.450 -3.453
11 S -0.533 1.934 0.646
12 S 2.363 1.442 -0.213
13 H -2.599 2.268 -0.821
14 H 1.678 -1.161 3.194
15 H 1.729 0.521 2.523
16 H 2.969 -0.736 2.066
17 H -1.299 -1.534 1.244
18 H -0.925 -0.257 2.071
19 H -0.430 -1.720 2.774
20 H 1.179 -1.707 0.488
21 H -1.623 -0.750 -4.252
22 H 0.713 -0.302 -1.746
23 H 2.844 0.313 -0.798

Forces on atoms 1 to 6 (eV/Å):
C -1.83 1.20 -1.46
C -0.58 -0.33 0.52
C 0.33 -0.52 -1.59
C 0.23 -2.98 1.59
C -2.03 0.47 0.41
C 0.99 0.54 -3.40

2S+1	1
HOMO-LUMO gap (alpha / beta)	7.2 / 7.2	eV
E_LUMO (alpha / beta)	0.4 / 0.4	eV



No. 2
Formula: C7H11NO3
Source: the OMol25 dataset
Level of theory: ωB97M-V/def2-TZVPD

Atoms and positions in Å:
1 C -0.875 -0.137 0.405
2 C 0.561 0.098 -2.126
3 C -1.241 1.214 1.035
4 C 0.155 1.009 1.677
5 C 0.544 1.491 2.954
6 C 1.445 -0.941 0.860
7 C -0.560 -1.796 -3.025
8 N 0.487 -0.044 0.907
9 O -1.466 -1.089 -0.070
10 O -0.392 0.820 -2.160
11 O 0.642 -1.122 -2.610
12 H -1.421 2.200 0.478
13 H -2.264 1.122 1.471
14 H -0.315 1.221 3.591
15 H 0.634 2.544 2.997
16 H 1.485 1.128 3.213
17 H 1.165 -1.628 0.085
18 H 1.573 0.528 -1.795
19 H 2.394 -0.871 1.282
20 H -0.431 -2.808 -3.071
21 H -0.844 -1.285 -3.990
22 H -1.277 -1.654 -2.107

Forces on atoms 1 to 6 (eV/Å):
C -1.74 -0.25 -1.19
C 1.61 1.50 -0.63
C -0.62 0.69 -1.01
C -2.96 0.24 -2.48
C -0.77 -0.13 0.58
C -1.62 -0.70 -1.79

2S+1	1
HOMO-LUMO gap (alpha / beta)	7.4 / 7.4	eV
E_LUMO (alpha / beta)	0.5 / 0.5	eV



No. 3
Formula: C7H11NO3
Source: the OMol25 dataset
Level of theory: ωB97M-V/def2-TZVPD

Atoms and positions in Å:
1 C 0.275 -1.741 0.513
2 C -1.064 -1.610 0.398
3 C -1.768 0.743 0.467
4 C 1.110 -0.628 0.238
5 C 2.027 -0.121 1.300
6 C 1.411 1.369 -1.024
7 C -1.751 -0.549 -0.388
8 N -3.161 -0.886 -0.657
9 O -2.976 1.260 0.576
10 O -0.787 1.226 0.970
11 O 0.973 0.027 -0.905
12 H 0.676 -2.516 1.152
13 H 1.509 0.658 1.869
14 H 2.933 0.309 0.870
15 H 2.292 -0.930 1.981
16 H 2.502 1.436 -1.005
17 H 0.984 1.977 -0.224
18 H 1.049 1.716 -1.991
19 H -1.270 -0.280 -1.340
20 H -3.569 0.638 0.065
21 H -3.471 -1.542 0.055
22 H -3.252 -1.347 -1.553

Forces on atoms 1 to 6 (eV/Å):
C 0.88 0.39 -0.30
C -1.01 -0.32 -0.18
C -0.32 -0.28 -0.27
C -0.40 0.15 0.09
C 0.33 0.02 -0.39
C 0.34 0.73 0.05

2S+1	1
HOMO-LUMO gap (alpha / beta)	7.3 / 7.3	eV
E_LUMO (alpha / beta)	0.0 / 0.0	eV



No. 4
Formula: C7H11NO3
Source: the OMol25 dataset
Level of theory: ωB97M-V/def2-TZVPD

Atoms and positions in Å:
1 C 0.234 -0.187 -0.255
2 C 1.321 -1.120 -0.206
3 C -1.043 -0.749 -0.443
4 C 2.853 -0.506 0.158
5 C 0.290 1.265 -0.044
6 C -2.602 0.375 1.076
7 C -2.348 -0.098 -0.376
8 N 3.226 0.800 -0.360
9 O -1.199 -1.950 -0.888
10 O 3.073 0.536 1.004
11 O 1.261 -2.264 -0.653
12 H 3.575 -1.264 0.246
13 H 0.350 1.762 1.059
14 H 1.248 1.598 -0.593
15 H -0.532 1.796 -0.498
16 H -1.775 0.052 1.714
17 H -3.593 -0.172 1.377
18 H -2.744 1.481 1.296
19 H -2.440 0.803 -1.008
20 H -3.023 -0.721 -0.851
21 H 4.189 0.929 -0.562
22 H -0.324 -2.367 -1.194

Forces on atoms 1 to 6 (eV/Å):
C 0.56 -0.12 1.37
C 3.64 4.16 1.13
C -1.65 0.61 -1.06
C -2.93 -0.54 -1.61
C 2.33 2.21 0.89
C -2.67 -0.49 0.90

2S+1	3
HOMO-LUMO gap (alpha / beta)	6.5 / 7.1	eV
E_LUMO (alpha / beta)	0.8 / -2.3	eV
⟨S²⟩	2.008



No. 5
Formula: C7H11NO4Se2
Source: the OMol25 dataset
Level of theory: ωB97M-V/def2-TZVPD

Atoms and positions in Å:
1 C 1.999 1.342 -0.699
2 N 0.645 0.931 -0.884
3 C 0.179 0.094 -1.828
4 Se 1.388 -0.405 -3.284
5 C -1.208 0.041 -1.781
6 C -1.551 0.881 -0.681
7 C -0.396 1.458 -0.201
8 Se -0.119 2.502 1.290
9 C 0.036 0.682 2.581
10 O -1.119 0.056 2.316
11 O 1.137 0.039 2.245
12 H 2.004 2.045 0.232
13 H 2.602 0.413 -0.600
14 H 2.201 2.010 -1.626
15 H 0.339 -1.314 -3.665
16 H -1.881 -0.448 -2.306
17 H -2.665 1.012 -0.334
18 H 0.061 1.163 3.642
19 H -1.703 0.143 3.110
20 H 1.102 -0.378 1.363
21 O 0.735 -2.413 0.167
22 C -0.402 -2.751 -0.051
23 O -1.442 -2.211 0.583
24 H -0.815 -3.416 -0.868
25 H -1.126 -1.477 1.279

Forces on atoms 1 to 6 (eV/Å):
C 0.52 1.85 -0.45
N -0.04 -0.28 0.07
C 0.18 -0.23 -1.85
Se -0.53 0.18 1.03
C 3.42 2.80 3.56
C -2.64 0.01 -0.08

2S+1	1
structure (SMILES)	Cn1c([SeH])ccc1[Se]C(O)O.O=CO
HOMO-LUMO gap	7.8	eV
E_LUMO	0.2	eV



No. 6
Formula: C7H11NOP2
Source: the OMol25 dataset
Level of theory: ωB97M-V/def2-TZVPD

Atoms and positions in Å:
1 C -2.270 1.339 -0.338
2 C -2.728 0.128 0.038
3 C -0.851 1.527 -0.452
4 C -0.500 -0.773 -0.552
5 C -1.815 -0.988 0.154
6 C -2.126 -2.113 0.799
7 C 2.845 0.229 -0.230
8 N 0.005 0.576 -0.453
9 O 2.637 0.773 -1.448
10 P 1.694 0.836 1.018
11 P 3.929 -1.050 0.014
12 H -2.923 2.192 -0.440
13 H -3.760 -0.020 0.320
14 H -0.460 2.538 -0.455
15 H -0.665 -0.956 -1.626
16 H -1.416 -2.916 0.901
17 H -3.096 -2.262 1.242
18 H 0.271 -1.485 -0.234
19 H 3.176 0.328 -2.119
20 H 1.667 2.146 0.559
21 H 2.754 1.128 1.933
22 H 3.634 -1.177 1.368

Forces on atoms 1 to 6 (eV/Å):
C -0.79 -0.54 0.14
C -0.15 0.65 -0.09
C 0.73 -0.34 -0.23
C -0.19 -0.43 -0.12
C 0.36 -0.49 0.15
C 0.09 0.24 -0.18

2S+1	1
HOMO-LUMO gap (alpha / beta)	7.1 / 7.1	eV
E_LUMO (alpha / beta)	-0.3 / -0.3	eV



No. 7
Formula: C7H11NOS
Source: the OMol25 dataset
Level of theory: ωB97M-V/def2-TZVPD

Atoms and positions in Å:
1 C -3.009 0.103 -0.719
2 C -2.826 1.426 -0.657
3 C -1.955 0.114 1.320
4 C 2.553 0.043 1.632
5 C 1.079 0.377 -1.730
6 C 2.689 -0.220 0.107
7 C 1.327 -0.250 -0.595
8 N -2.593 -0.485 0.381
9 O -2.762 -1.981 0.367
10 S -2.056 1.807 0.794
11 H -3.511 -0.431 -1.549
12 H -3.019 2.165 -1.395
13 H 3.520 0.083 2.063
14 H 1.900 0.804 1.928
15 H 2.265 -0.943 2.002
16 H 0.142 0.292 -2.245
17 H -2.493 -2.200 1.234
18 H 1.831 0.710 -2.453
19 H 3.321 0.617 -0.428
20 H 3.080 -1.196 0.078
21 H 0.515 -0.833 -0.135

Forces on atoms 1 to 6 (eV/Å):
C -2.17 0.72 -3.68
C 0.13 0.14 -0.35
C 0.28 1.77 1.15
C 0.60 -2.49 -1.44
C 0.29 -0.64 -1.47
C -0.92 3.03 -0.49

2S+1	1
HOMO-LUMO gap	10.1	eV
E_LUMO	0.7	eV



No. 8
Formula: C7H11NS2
Source: the OMol25 dataset
Level of theory: ωB97M-V/def2-TZVPD

Atoms and positions in Å:
1 C 0.866 1.638 0.303
2 C -1.849 1.534 -0.023
3 C 2.099 2.060 0.362
4 C -0.444 -0.443 0.301
5 C -0.592 -0.594 1.771
6 C 0.854 -1.405 -1.696
7 C -0.015 -1.586 -0.434
8 N -1.378 0.268 -0.285
9 S -3.426 1.980 -0.139
10 S -0.497 2.672 0.245
11 H 2.478 3.127 0.498
12 H 2.937 1.336 0.424
13 H -0.994 0.278 2.190
14 H 0.304 -0.786 2.300
15 H -1.389 -1.269 2.061
16 H 0.545 -0.734 -2.466
17 H 0.996 -2.358 -2.240
18 H 1.946 -1.118 -1.668
19 H 0.463 -2.230 0.259
20 H -0.902 -2.065 -0.796
21 H -2.003 -0.305 -0.967

Forces on atoms 1 to 6 (eV/Å):
C -1.57 -1.94 -0.12
C 0.67 0.25 -0.04
C 2.55 0.61 0.78
C 2.05 2.52 2.27
C -0.15 0.21 0.21
C 2.33 -0.82 -0.87

2S+1	1
HOMO-LUMO gap (alpha / beta)	7.5 / 7.5	eV
E_LUMO (alpha / beta)	-0.7 / -0.7	eV



No. 9
Formula: C7H11O
Source: the OMol25 dataset
Level of theory: ωB97M-V/def2-TZVPD

Atoms and positions in Å:
1 C -2.232 0.358 2.121
2 C -1.203 -0.426 1.853
3 C -0.156 0.048 0.901
4 C 0.978 0.592 1.321
5 C -0.430 -0.437 -0.500
6 C 0.201 0.233 -1.701
7 C 1.714 -0.244 -1.983
8 O 2.132 0.003 -3.226
9 H -3.074 0.117 2.778
10 H -2.381 1.317 1.652
11 H -0.978 -1.414 2.248
12 H 1.758 0.877 0.642
13 H 1.186 0.788 2.367
14 H -0.140 -1.501 -0.558
15 H -1.530 -0.512 -0.598
16 H 0.242 1.331 -1.700
17 H -0.310 0.036 -2.639
18 H 1.816 -1.346 -1.780
19 H 2.407 0.177 -1.198

Forces on atoms 1 to 6 (eV/Å):
C -1.12 -0.37 0.68
C 0.76 0.80 -0.19
C 0.35 -0.85 -0.16
C -0.06 0.37 0.18
C -0.99 -0.26 -0.45
C 1.96 0.22 -0.31

2S+1	1
structure (SMILES)	C=CC(=C)CCC[O-]
HOMO-LUMO gap	5.5	eV
charge	-1
E_LUMO	3.4	eV



No. 10
Formula: C7H11O
Source: the OMol25 dataset
Level of theory: ωB97M-V/def2-TZVPD

Atoms and positions in Å:
1 C 3.294 -0.263 0.367
2 C 1.997 -0.725 -0.032
3 C 0.750 -0.071 -0.203
4 C 1.036 0.375 -1.500
5 C -0.454 0.106 0.640
6 C -1.778 0.102 -0.232
7 C -2.955 0.381 0.763
8 O -4.164 0.126 0.249
9 H 3.942 -1.104 0.601
10 H 3.781 0.411 -0.331
11 H 1.752 -1.778 0.171
12 H 1.927 0.934 -1.744
13 H 0.849 -0.320 -2.330
14 H -0.347 1.116 1.056
15 H -0.612 -0.549 1.503
16 H -1.843 0.960 -0.925
17 H -1.693 -0.738 -0.908
18 H -2.736 -0.340 1.603
19 H -2.747 1.377 1.251

Forces on atoms 1 to 6 (eV/Å):
C -1.13 -1.88 -1.98
C 1.55 1.34 3.87
C 0.86 1.24 -0.31
C -0.51 -1.25 -1.42
C -1.18 -0.57 -1.85
C 1.17 2.07 0.79

2S+1	1
structure (SMILES)	C=CC(=C)CCC[O-]
HOMO-LUMO gap	5.2	eV
charge	-1
E_LUMO	2.8	eV



No. 11
Formula: C7H11O4
Source: the OMol25 dataset
Level of theory: ωB97M-V/def2-TZVPD

Atoms and positions in Å:
1 C 0.043 0.643 0.454
2 C 1.201 -0.146 0.170
3 C -0.164 2.164 0.276
4 C -2.044 1.001 0.428
5 C 0.222 2.859 -0.972
6 C -1.804 -2.493 -0.221
7 C 2.064 -2.383 0.517
8 O 2.229 0.405 -0.114
9 O -1.575 2.170 0.426
10 O -1.148 0.097 0.480
11 O 0.976 -1.476 0.443
12 H 0.328 2.741 1.145
13 H -3.102 0.670 0.245
14 H 0.511 3.861 -0.950
15 H -0.592 2.763 -1.794
16 H 1.118 2.526 -1.532
17 H -0.789 -2.474 -0.118
18 H -2.359 -3.444 -0.095
19 H -2.334 -1.515 -0.406
20 H 1.808 -3.276 0.967
21 H 2.872 -2.024 1.149
22 H 2.540 -2.668 -0.497

Forces on atoms 1 to 6 (eV/Å):
C 1.53 2.45 -0.94
C 1.03 -1.85 1.11
C 3.08 -0.41 2.20
C -1.30 -0.51 -0.47
C -0.59 -1.23 -4.29
C -3.56 0.12 -0.33

2S+1	1
HOMO-LUMO gap (alpha / beta)	8.5 / 5.6	eV
charge	+1
E_LUMO (alpha / beta)	-5.3 / -6.4	eV



No. 12
Formula: C7H11O6Sc
Source: the OMol25 dataset
Level of theory: ωB97M-V/def2-TZVPD

Atoms and positions in Å:
1 O -0.516 1.256 -0.224
2 O -1.560 1.903 1.620
3 O -1.897 2.947 -0.351
4 C -1.317 2.060 0.340
5 C -2.546 2.740 2.230
6 H -2.543 2.471 3.290
7 H -3.528 2.561 1.778
8 H -2.261 3.794 2.133
9 Sc -1.114 1.987 -2.101
10 C -3.466 0.188 -2.503
11 H -3.037 -0.789 -2.277
12 C -3.165 1.445 -3.093
13 H -3.527 2.485 -3.065
14 O -4.756 0.214 -1.944
15 C -5.556 1.079 -2.568
16 O -5.118 1.645 -3.576
17 O -6.538 1.462 -1.830
18 C -7.248 2.669 -2.227
19 C -8.347 2.908 -1.227
20 H -7.639 2.515 -3.240
21 H -6.516 3.486 -2.256
22 H -9.056 2.070 -1.216
23 H -8.894 3.813 -1.524
24 H -7.945 3.051 -0.216
25 H -2.769 0.250 -3.764

Forces on atoms 1 to 6 (eV/Å):
O 0.26 -0.45 -2.48
O 0.98 -0.35 -2.05
O -0.05 0.14 -2.54
C -0.81 -0.29 3.53
C -0.62 0.88 0.70
H -0.04 -0.03 -0.37

2S+1	1
HOMO-LUMO gap	7.5	eV
charge	+2
E_LUMO	-10.0	eV



Ordered E_tot results: -1274.8255, -553.6470, -553.6828, -553.5381, -5431.8282, -1085.8946, -801.3335, -1124.2990, -348.4797, -348.3227, -573.8102, -1484.7139; unit Eh.
Ordered energy above the lowest of the compared OMol25 structures with the same formula, charge and spin results: 356.6, 495.9, 402.1, 157.0, 25.0, 119.7, 408.5, 430.8, 46.9, 459.0, 462.3, 328.5; unit kJ/mol.